Computed, not measured: a cluster of 6 separate species, C21H42Cl2O15 in total in a non-equilibrium geometry, with ωB97M-V/def2-TZVPD.

XYZ file:
```
80
C21H42Cl2O15, DFT ωB97M-V/def2-TZVPD
C 4.100 -1.536 0.514
C 4.957 -2.585 1.188
O 6.191 -1.962 1.562
C 7.030 -2.687 2.284
O 6.899 -3.846 2.566
O 8.037 -1.892 2.666
C 8.996 -2.468 3.525
H 4.493 -1.192 -0.444
H 4.105 -0.629 1.125
H 3.087 -1.908 0.382
H 5.205 -3.393 0.497
H 4.440 -2.969 2.066
H 8.789 -2.236 4.571
H 9.972 -2.050 3.282
H 9.055 -3.549 3.412
C 1.510 -1.114 -2.548
C 0.002 -1.234 -2.734
O -0.624 0.047 -2.583
C -0.964 0.402 -1.339
O -0.712 -0.216 -0.337
O -1.565 1.583 -1.408
C -2.002 2.145 -0.176
H 1.704 -0.593 -1.613
H 1.990 -0.608 -3.383
H 1.908 -2.131 -2.492
H -0.401 -1.935 -2.006
H -0.233 -1.549 -3.748
H -1.930 3.221 -0.293
H -1.399 1.803 0.665
H -3.028 1.855 0.049
C -2.539 4.829 4.208
C -3.287 5.516 3.098
O -4.691 5.186 3.117
C -5.012 4.012 2.593
O -4.236 3.218 2.116
O -6.333 3.872 2.654
C -6.873 2.614 2.235
H -2.849 5.144 5.207
H -1.480 5.109 4.173
H -2.588 3.742 4.168
H -2.877 5.296 2.115
H -3.276 6.591 3.269
H -7.519 2.241 3.024
H -6.073 1.917 2.012
H -7.475 2.811 1.348
C -3.035 -3.257 -0.697
C -4.120 -4.096 -1.370
O -3.765 -5.484 -1.363
C -4.172 -6.201 -0.315
O -4.848 -5.804 0.596
O -3.724 -7.445 -0.463
C -3.849 -8.278 0.701
H -2.147 -3.260 -1.323
H -2.846 -3.625 0.307
H -3.401 -2.228 -0.671
H -4.174 -3.834 -2.426
H -5.099 -3.928 -0.925
H -3.728 -7.700 1.614
H -3.068 -9.025 0.612
H -4.834 -8.744 0.713
C 3.006 3.773 1.304
C 3.984 3.997 0.179
O 3.368 4.249 -1.086
C 2.723 3.224 -1.633
O 2.630 2.116 -1.176
O 2.165 3.646 -2.768
C 1.501 2.635 -3.514
H 2.370 2.900 1.172
H 2.376 4.640 1.514
H 3.553 3.599 2.237
H 4.691 3.168 0.112
H 4.550 4.905 0.382
H 0.864 3.126 -4.237
H 0.873 2.050 -2.841
H 2.201 1.941 -3.980
Cl -2.042 -0.707 -6.199
C -1.223 0.860 -6.359
Cl -1.618 1.963 -5.050
H -0.159 0.657 -6.330
H -1.506 1.296 -7.308
```

Computed properties:
- Kohn-Sham gap: 11.283 eV
- LUMO: 0.55 eV
- SMILES: CCOC(=O)OC.CCOC(=O)OC.CCOC(=O)OC.CCOC(=O)OC.CCOC(=O)OC.ClCCl
- Energy relative to the best compared isomer or geometry (same formula, charge and spin): 20.4 kJ/mol


Computed, not measured: a structure of composition C21H42CrF12O21P2 in a non-equilibrium geometry, with ωB97M-V/def2-TZVPD.

XYZ file:
```
99
C21H42CrF12O21P2, DFT ωB97M-V/def2-TZVPD
Cr -5.305 -26.036 25.662
P -1.473 -28.265 26.536
F -0.632 -26.909 26.018
F -1.761 -27.805 28.134
F -2.918 -27.659 26.111
F -2.276 -29.580 26.881
F -1.315 -28.913 24.994
F -0.040 -28.824 26.946
P -8.538 -25.833 28.426
F -7.918 -24.495 29.090
F -7.255 -26.023 27.478
F -7.842 -26.839 29.496
F -9.239 -27.193 27.769
F -9.823 -25.637 29.476
F -9.322 -24.972 27.239
C -8.147 -22.287 26.621
O -6.751 -22.033 26.530
C -5.832 -23.034 26.423
O -6.101 -24.241 26.275
O -4.580 -22.518 26.485
C -4.233 -21.165 26.743
H -8.377 -22.732 27.589
H -8.497 -22.974 25.850
H -8.744 -21.384 26.742
H -5.069 -20.554 26.403
H -3.421 -20.800 26.114
H -4.107 -20.841 27.776
C -1.076 -24.251 26.627
O -1.294 -24.426 25.219
C -2.472 -24.880 24.667
O -3.424 -25.233 25.320
O -2.436 -24.867 23.293
C -1.306 -24.532 22.555
H -0.028 -24.354 26.911
H -1.672 -24.860 27.307
H -1.351 -23.198 26.684
H -1.546 -24.728 21.510
H -0.534 -25.226 22.889
H -1.005 -23.529 22.857
C -5.382 -24.381 20.244
O -5.237 -24.946 21.487
C -5.852 -24.390 22.564
O -5.687 -24.762 23.742
O -6.722 -23.381 22.186
C -7.210 -22.482 23.198
H -6.428 -24.491 19.957
H -4.609 -24.673 19.532
H -5.147 -23.320 20.327
H -6.320 -22.012 23.617
H -7.590 -23.041 24.053
H -8.035 -21.819 22.940
C -5.019 -24.312 29.920
O -4.309 -25.554 29.870
C -4.341 -26.327 28.778
O -4.465 -25.925 27.585
O -4.335 -27.701 29.111
C -4.288 -28.219 30.432
H -5.031 -23.747 28.988
H -4.523 -23.568 30.543
H -6.045 -24.331 30.287
H -3.293 -27.946 30.783
H -4.175 -29.303 30.441
H -5.143 -27.972 31.061
C -10.426 -24.743 23.998
O -9.055 -25.161 23.930
C -8.511 -26.278 24.484
O -7.367 -26.330 25.023
O -9.414 -27.287 24.343
C -9.018 -28.615 24.614
H -10.506 -23.884 24.665
H -11.196 -25.486 24.205
H -10.726 -24.589 22.961
H -9.132 -28.918 25.655
H -7.984 -28.694 24.279
H -9.747 -29.294 24.171
C -4.995 -31.247 25.483
O -5.268 -29.884 25.466
C -5.757 -29.187 26.440
O -5.763 -27.941 26.395
O -6.230 -30.065 27.326
C -6.933 -29.718 28.521
H -4.111 -31.324 26.117
H -4.755 -31.588 24.476
H -5.795 -31.922 25.788
H -6.247 -29.473 29.332
H -7.632 -30.526 28.736
H -7.710 -28.985 28.307
C -6.913 -28.273 21.599
O -6.263 -27.738 22.720
C -4.899 -27.750 22.994
O -4.566 -27.276 24.077
O -4.179 -28.390 22.102
C -2.767 -28.452 22.290
H -6.698 -29.341 21.561
H -6.578 -27.865 20.645
H -7.989 -28.182 21.743
H -2.375 -29.185 22.995
H -2.292 -27.477 22.399
H -2.448 -28.835 21.321
```

Computed properties:
- Multiplicity: 4
- Kohn-Sham gap (spin up / spin down): 7.952 / 9.585 eV
- <S²>: 3.7672
- LUMO (spin up / spin down): -5.57 / -3.95 eV
- Total charge: +1
- Energy relative to the best compared isomer or geometry (same formula, charge and spin): 96.5 kJ/mol


Computed, not measured: a cluster of 2 separate species, C21H42F3N2O10P2S2 in total in a non-equilibrium geometry, with ωB97M-V/def2-TZVPD.

XYZ file:
```
82
C21H42F3N2O10P2S2, DFT ωB97M-V/def2-TZVPD
C 7.269 -4.365 1.765
C 5.660 -3.912 1.702
O 5.429 -2.884 2.729
C 4.252 -3.229 3.581
C 3.814 -1.843 4.340
O 2.364 -1.632 4.470
C 1.752 -1.163 3.214
C 2.198 0.396 2.809
C 2.601 0.499 1.188
O 4.074 0.562 1.028
C 4.315 0.125 -0.385
O 4.726 -1.135 -0.677
O 0.259 -1.182 3.314
C -0.332 -1.135 1.935
C -1.882 -1.642 1.857
O -2.144 -2.947 1.297
C -1.281 -4.035 1.687
O -0.005 -4.153 0.904
S -0.920 -4.259 3.504
C -2.110 -5.427 1.249
F -1.201 -6.515 0.806
F -3.119 -5.034 0.198
F -2.942 -5.804 2.449
P -2.850 -1.262 3.508
S -4.312 -2.595 3.663
P -2.721 -0.408 0.590
N -2.684 1.128 1.097
O -4.306 -1.029 0.222
O -1.740 -0.457 -0.891
H 7.452 -5.445 1.334
H 7.917 -3.633 1.091
H 7.595 -4.240 2.883
H 5.539 -3.393 0.641
H 4.948 -4.843 1.777
H 3.391 -3.725 2.950
H 4.663 -3.995 4.383
H 4.404 -0.960 3.848
H 4.234 -1.930 5.454
H 2.169 -1.838 2.354
H 3.137 0.765 3.420
H 1.325 1.143 3.050
H 2.220 -0.436 0.589
H 2.107 1.451 0.680
H 4.121 0.947 -1.207
H -0.355 0.034 1.684
H 0.389 -1.594 1.120
H 0.560 -4.743 1.493
H -0.754 -5.619 3.820
H -3.459 0.055 3.495
H -2.004 -1.343 4.675
H -2.236 1.149 2.039
H -5.037 -0.518 0.682
H -1.636 -1.410 -1.190
C -1.429 4.112 -1.388
C -1.573 3.188 -2.617
C -3.015 2.619 -2.677
C -4.097 3.625 -3.056
C -3.594 4.766 -3.932
C -2.302 4.455 -4.730
N -1.257 4.046 -3.774
O -0.043 3.763 -4.381
C -1.875 5.788 -5.403
C -2.614 3.432 -5.846
C -0.645 1.961 -2.384
H -0.407 4.497 -1.300
H -1.658 3.579 -0.458
H -2.098 4.976 -1.442
H -3.049 1.794 -3.398
H -3.285 2.164 -1.712
H -4.907 3.092 -3.570
H -4.546 4.047 -2.149
H -4.401 5.078 -4.608
H -3.413 5.633 -3.283
H -1.597 6.537 -4.652
H -2.695 6.208 -5.998
H -1.021 5.655 -6.078
H -3.395 3.819 -6.514
H -2.969 2.472 -5.462
H -1.737 3.231 -6.471
H -0.932 1.423 -1.470
H 0.403 2.252 -2.256
H -0.707 1.247 -3.213
```

Computed properties:
- Kohn-Sham gap: 2.201 eV
- LUMO: 1.21 eV
- Total charge: -1